1.
Entry from OMol25: a molecular structure, C21H18Co2NO9P (ωB97M-V/def2-TZVPD).

The geometry in XYZ format:
```
52
Properties=species:S:1:pos:R:3:lowdin_charge:R:1
C -1.943 3.273 -2.383 -0.093
C -1.254 2.294 -1.463 -0.260
O -1.262 2.864 -0.128 -0.252
P -0.525 2.246 1.162 0.474
C -1.548 0.904 1.680 -0.164
C -1.307 -0.382 1.635 -0.186
N -1.375 -1.590 1.677 0.142
O 0.919 1.941 1.029 -0.265
O -0.885 3.391 2.228 -0.224
C -1.043 4.776 1.811 -0.284
C -1.092 5.648 3.039 -0.096
H -1.917 2.888 -3.402 0.069
H -2.988 3.404 -2.091 0.070
H -1.433 4.241 -2.388 0.071
H -1.775 1.324 -1.448 0.119
H -0.214 2.126 -1.770 0.113
H -2.511 1.193 2.106 0.070
H -0.181 5.043 1.181 0.119
H -1.972 4.873 1.235 0.110
H -1.153 6.690 2.718 0.066
H -1.973 5.421 3.645 0.073
H -0.191 5.522 3.645 0.079
O 1.504 -0.026 3.818 0.047
C 1.744 -0.485 2.785 -0.175
Co 2.133 -1.309 1.273 0.040
C 1.286 -0.511 -0.036 -0.215
O 0.652 -0.069 -0.907 0.048
C 3.880 -0.830 1.047 -0.249
O 4.783 -0.105 1.181 0.032
C 1.940 -3.090 0.982 -0.200
C 0.787 -2.370 0.831 -0.346
C -0.649 -2.573 0.786 -0.282
C -1.241 -2.512 -0.627 -0.165
C -2.628 -2.444 -0.765 -0.058
C -3.202 -2.362 -2.036 -0.119
C -2.379 -2.338 -3.170 -0.130
C -0.994 -2.439 -3.027 -0.086
C -0.427 -2.576 -1.758 -0.025
Co 3.653 -2.834 -0.057 -0.035
C 5.383 -2.922 0.227 -0.235
O 6.514 -2.949 0.454 0.050
C 3.335 -1.981 -1.572 -0.188
O 3.177 -1.436 -2.580 0.067
C 3.657 -4.492 -0.605 -0.236
O 3.688 -5.590 -0.963 0.050
H 1.987 -4.063 1.499 0.056
H -0.908 -3.555 1.218 0.130
H -3.252 -2.450 0.131 0.104
H -4.286 -2.330 -2.131 0.081
H -2.817 -2.259 -4.167 0.081
H -0.342 -2.425 -3.899 0.097
H 0.646 -2.765 -1.652 0.107
```

Orbital gap   3.202 eV
Total charge   -2

---

2.
Entry from OMol25: a molecular structure, C21H18CuN6O3S2 (ωB97M-V/def2-TZVPD).

The geometry in XYZ format:
```
51
Properties=species:S:1:pos:R:3:lowdin_charge:R:1
Cu 0.098 0.711 -1.079 0.401
O -0.569 4.731 -1.110 -0.026
C -0.572 3.489 -1.060 -0.518
N 0.414 2.655 -1.348 -0.041
C 1.663 3.251 -1.770 -0.184
C 2.437 2.310 -2.639 -0.281
C 1.784 1.542 -3.607 -0.045
C 2.520 0.694 -4.404 -0.083
C 3.895 0.627 -4.219 -0.097
C 4.460 1.422 -3.237 -0.168
N 3.761 2.249 -2.454 0.106
C -1.860 2.795 -0.632 -0.180
C -2.967 3.547 -0.268 -0.013
C -4.125 2.885 0.109 -0.073
C -4.144 1.498 0.105 -0.060
C -2.995 0.819 -0.271 -0.114
N -1.883 1.459 -0.625 0.073
H 2.299 3.511 -0.917 0.119
H 1.483 4.188 -2.312 0.121
H 0.709 1.616 -3.699 0.107
H 2.032 0.083 -5.153 0.104
H 4.514 -0.034 -4.813 0.091
H 5.529 1.387 -3.052 0.094
H -2.883 4.624 -0.294 0.108
H -5.005 3.445 0.402 0.099
H -5.028 0.941 0.388 0.101
H -2.944 -0.264 -0.288 0.074
N 0.265 -1.865 6.067 0.077
C -0.256 -2.133 4.792 -0.331
C -0.975 -1.153 4.106 -0.033
C -1.519 -1.425 2.866 -0.051
C -1.361 -2.682 2.297 -0.287
C -0.652 -3.663 2.970 -0.065
C -0.105 -3.390 4.215 -0.040
S -2.023 -2.982 0.676 0.534
O -1.708 -4.362 0.363 -0.376
O -3.412 -2.596 0.716 -0.330
N -1.272 -1.934 -0.248 -0.136
C 0.015 -2.104 -0.556 -0.682
S 0.934 -3.604 -0.486 1.029
C 2.339 -2.772 -1.063 -0.424
C 2.049 -1.476 -1.281 -0.254
N 0.759 -1.093 -0.994 -0.076
H 0.460 -0.888 6.225 0.079
H 1.061 -2.435 6.307 0.078
H -1.097 -0.170 4.548 0.108
H -2.061 -0.658 2.327 0.110
H -0.531 -4.633 2.508 0.106
H 0.450 -4.158 4.742 0.105
H 3.281 -3.274 -1.203 0.050
H 2.736 -0.727 -1.648 0.094
```

Orbital gap   7.537 eV
Total charge   -1

---

3.
Entry from OMol25: a single C21H18F4N6O molecule (ωB97M-V/def2-TZVPD).

The geometry in XYZ format:
```
50
Properties=species:S:1:pos:R:3:lowdin_charge:R:1
N 3.294 -2.024 0.245 0.162
C 2.276 -2.433 -0.035 -0.202
C 0.942 -2.998 -0.412 -0.079
C -0.226 -2.567 0.463 -0.199
C -0.921 -3.445 1.245 -0.054
N -1.953 -2.727 1.845 0.115
C -1.804 -1.453 1.499 -0.216
C -2.797 -0.466 2.034 -0.128
C -4.096 -0.910 2.316 -0.008
C -5.055 0.024 2.739 0.010
C -4.770 1.375 2.934 -0.224
F -5.706 2.214 3.369 0.108
C -3.459 1.830 2.650 -0.019
C -3.174 3.343 2.779 -0.550
F -1.917 3.613 2.360 0.133
F -3.350 3.778 4.059 0.132
F -4.044 4.032 2.045 0.158
C -2.477 0.895 2.255 0.048
N -0.758 -1.296 0.613 0.087
C -0.320 -0.152 0.013 -0.313
C -1.109 0.639 -0.797 0.002
C -0.559 1.827 -1.264 -0.094
N 0.717 2.143 -1.030 0.145
C 1.412 1.308 -0.268 -0.382
N 2.736 1.424 -0.001 0.107
C 3.622 1.865 -1.085 -0.317
C 4.350 3.070 -0.578 -0.155
C 5.441 2.705 0.410 -0.179
O 6.343 1.813 -0.296 -0.152
C 5.790 0.538 -0.613 -0.194
C 4.597 0.776 -1.544 -0.122
N 0.902 0.212 0.300 0.217
H 1.057 -4.070 -0.385 0.116
H 0.778 -2.719 -1.439 0.115
H -0.720 -4.481 1.375 0.106
H -4.376 -1.968 2.172 0.124
H -6.048 -0.356 3.035 0.128
H -1.442 1.205 2.102 0.125
H -2.159 0.374 -0.995 0.126
H -1.155 2.548 -1.823 0.117
H 3.063 0.679 0.593 0.117
H 2.990 2.177 -1.959 0.150
H 3.632 3.748 -0.102 0.124
H 4.839 3.599 -1.401 0.125
H 5.007 2.230 1.307 0.120
H 5.936 3.605 0.780 0.121
H 5.515 0.041 0.316 0.106
H 6.559 -0.061 -1.117 0.127
H 4.066 -0.146 -1.749 0.097
H 4.990 1.102 -2.502 0.117
```

SMILES   N#CCc1cnc(-c2ccc(F)c(C(F)(F)F)c2)n1-c1ccnc(NC2CCOCC2)n1
Orbital gap   8.920 eV
Total charge   0

---

4.
Entry from OMol25: a single C21H18F5N5O molecule (ωB97M-V/def2-TZVPD).

The geometry in XYZ format:
```
50
Properties=species:S:1:pos:R:3:lowdin_charge:R:1
C -4.761 1.939 0.447 0.143
C -3.878 1.622 -0.313 -0.092
C -2.768 1.324 -1.123 -0.283
C -1.717 0.591 -0.623 0.035
N -0.601 0.401 -1.435 0.062
C 0.681 -0.040 -1.107 -0.153
C 1.172 -0.661 0.162 -0.130
C 2.457 -0.407 0.692 -0.011
C 2.845 -1.047 1.891 -0.010
C 1.962 -1.877 2.647 -0.066
C 2.415 -2.342 4.009 -0.413
O 1.606 -2.407 4.915 0.065
N 3.713 -2.836 4.232 0.077
C 4.155 -3.441 5.535 -0.084
C 5.519 -2.979 6.007 -0.380
F 5.942 -3.756 7.054 0.047
F 6.521 -3.080 5.092 0.058
C 0.657 -2.090 2.076 -0.198
C -0.341 -2.931 2.790 -0.051
C 0.312 -1.527 0.858 -0.001
C 1.433 0.291 -2.172 -0.041
N 0.666 0.988 -3.161 0.136
C -0.523 0.993 -2.654 -0.267
C -1.705 1.662 -3.183 -0.245
N -1.698 2.101 -4.481 0.055
C -2.884 2.553 -5.214 -0.157
C -3.385 3.900 -4.705 -0.083
C -4.347 4.475 -5.684 -0.595
F -5.405 3.636 -5.988 0.110
F -4.888 5.591 -5.154 0.127
F -3.663 4.797 -6.808 0.123
N -2.771 1.779 -2.444 0.170
H -5.523 2.211 1.123 0.023
H -1.739 0.256 0.414 0.131
H 3.095 0.266 0.135 0.108
H 3.827 -0.810 2.255 0.102
H 4.331 -3.008 3.427 0.143
H 4.122 -4.508 5.426 0.122
H 3.427 -3.200 6.320 0.132
H 5.370 -1.965 6.351 0.150
H -1.229 -3.124 2.170 0.080
H 0.062 -3.940 3.072 0.107
H -0.731 -2.422 3.665 0.084
H -0.673 -1.711 0.495 0.103
H 2.481 0.077 -2.304 0.111
H -0.871 1.809 -5.015 0.141
H -3.680 1.810 -5.113 0.126
H -2.605 2.599 -6.287 0.137
H -2.550 4.599 -4.544 0.146
H -3.834 3.838 -3.747 0.107
```

SMILES   C#Cc1cn2c(-c3ccc(C(=O)NCC(F)F)c(C)c3)cnc2c(NCCC(F)(F)F)n1
Orbital gap   8.204 eV
Total charge   0

---

5.
Entry from OMol25: a single C21H18FN5O4S2 molecule (ωB97M-V/def2-TZVPD).

The geometry in XYZ format:
```
51
Properties=species:S:1:pos:R:3:lowdin_charge:R:1
C 3.644 0.447 3.243 -0.047
C 2.069 0.133 3.218 -0.280
O 1.793 -0.186 1.976 -0.051
C 0.589 -0.700 1.925 -0.332
O -0.171 -0.584 2.927 0.067
C 0.231 -1.180 0.395 -0.052
C 1.129 -1.249 -0.669 -0.466
N 2.337 -0.847 -0.621 0.072
C 2.952 -0.505 -1.952 -0.442
O 2.490 -0.643 -3.024 0.060
C 4.037 0.712 -1.671 -0.499
S 4.171 1.597 -0.182 0.928
C 2.337 2.080 -0.024 -0.634
N 2.021 2.537 1.060 0.083
N 0.622 2.599 1.093 0.149
C -0.090 2.057 0.379 -0.244
C 0.332 1.593 -1.078 -0.203
N 1.713 1.570 -1.092 0.112
N -0.728 1.415 -1.565 0.128
C -1.937 1.406 -0.986 -0.205
C -3.134 1.136 -1.590 0.143
C -4.068 1.144 -0.278 0.017
C -3.811 1.737 0.827 -0.264
F -4.866 2.007 1.726 0.005
C -2.416 2.049 1.289 0.111
C -1.513 2.061 0.251 -0.088
S 0.308 -2.025 -2.147 1.131
C -1.243 -1.917 -1.307 -0.431
C -2.298 -2.449 -1.863 -0.471
C -2.002 -3.002 -3.383 -0.006
O -3.489 -2.305 -1.356 -0.054
C -1.092 -1.879 0.313 -0.080
C -2.204 -1.760 1.097 -0.045
H 4.277 -0.337 2.777 0.063
H 4.134 0.800 4.168 0.067
H 3.836 1.312 2.400 0.052
H 1.866 -0.666 3.902 0.125
H 1.536 1.057 3.411 0.128
H 2.809 -0.545 0.297 0.155
H 4.977 -0.194 -1.634 0.157
H 4.179 1.186 -2.723 0.108
H -0.650 0.853 -2.541 0.251
H -3.375 0.592 -2.371 0.055
H -5.147 1.140 -0.645 0.147
H -2.339 2.732 2.289 0.187
H -1.654 -3.885 -3.185 0.006
H -1.671 -2.270 -3.803 -0.064
H -3.201 -3.235 -3.657 0.166
H -2.988 -2.248 0.627 0.059
H -2.036 -2.415 2.127 0.185
H -2.265 -0.926 1.628 0.037
```

SMILES   CCOC(=O)c1c(NC(=O)CSc2nnc3c(n2)[nH]c2ccc(F)cc23)sc(C(C)=O)c1C
Orbital gap   7.122 eV
Total charge   0

---

6.
Entry from OMol25: a single C21H18N2O3S molecule (ωB97M-V/def2-TZVPD).

The geometry in XYZ format:
```
45
Properties=species:S:1:pos:R:3:lowdin_charge:R:1
C -5.177 -0.027 -1.558 -0.061
C -4.721 -0.321 -0.133 -0.237
O -4.136 0.808 0.493 -0.044
C -2.862 1.155 0.199 -0.257
C -2.407 2.325 0.859 0.021
C -1.133 2.780 0.703 0.004
C -0.233 2.087 -0.133 -0.227
N 1.039 2.512 -0.226 0.122
C 1.882 1.857 -0.964 -0.553
S 3.589 2.353 -0.868 0.953
C 3.790 2.019 0.940 -0.376
C 3.149 0.702 1.222 -0.317
C 1.929 0.638 1.884 -0.043
C 1.221 -0.549 1.941 -0.017
C 1.731 -1.699 1.357 -0.220
C 0.920 -2.971 1.309 -0.043
C 0.439 -3.100 -0.117 -0.527
O -0.562 -2.604 -0.565 0.097
O 1.295 -3.801 -0.862 0.118
C 2.980 -1.651 0.746 -0.023
C 3.679 -0.463 0.676 -0.044
C 1.524 0.720 -1.736 -0.211
C 2.482 0.013 -2.492 -0.228
N 3.237 -0.608 -3.091 0.181
C 0.224 0.268 -1.658 0.060
C -0.693 0.932 -0.824 -0.132
C -2.011 0.477 -0.643 0.035
H -4.333 0.241 -2.190 0.068
H -5.881 0.801 -1.557 0.080
H -5.664 -0.904 -1.974 0.078
H -4.030 -1.172 -0.109 0.118
H -5.586 -0.557 0.493 0.124
H -3.110 2.834 1.501 0.121
H -0.783 3.663 1.212 0.117
H 4.867 2.015 1.096 0.080
H 3.323 2.835 1.487 0.077
H 1.513 1.531 2.326 0.115
H 0.255 -0.571 2.424 0.119
H 1.539 -3.834 1.555 0.129
H 0.063 -2.906 1.978 0.128
H 1.026 -3.820 -1.794 0.138
H 3.388 -2.542 0.294 0.119
H 4.624 -0.424 0.155 0.120
H -0.088 -0.612 -2.202 0.127
H -2.299 -0.425 -1.157 0.110
```

SMILES   CCOc1ccc2nc(SCc3ccc(CC(=O)O)cc3)c(C#N)cc2c1
Orbital gap   8.139 eV
Total charge   0

---

7.
Entry from OMol25: a molecular structure, C21H18N3O9Pt (ωB97M-V/def2-TZVPD).

The geometry in XYZ format:
```
52
Properties=species:S:1:pos:R:3:mulliken_spin:R:1
Pt -0.215 -0.120 -0.065 2.032
O 2.671 -0.026 2.969 0.023
C 1.678 0.269 2.327 0.011
O 1.186 -0.543 1.441 0.205
C 1.040 1.628 2.571 -0.029
C 1.697 2.398 3.512 -0.018
C 1.258 3.669 3.837 0.009
C 0.143 4.214 3.235 -0.001
C -0.536 3.450 2.317 0.024
C -0.125 2.143 1.924 0.019
O -0.807 1.542 1.011 0.191
N -1.697 4.089 1.691 0.000
O -2.656 3.409 1.403 0.001
O -1.661 5.308 1.582 0.000
N 1.990 4.463 4.816 -0.001
O 1.557 5.570 5.092 0.002
O 2.988 3.977 5.316 0.002
H 2.572 1.977 3.985 0.002
H -0.190 5.214 3.465 0.001
O -2.032 -1.093 2.798 0.005
C -2.304 -1.662 1.770 0.001
C -3.330 -2.786 1.634 0.015
C -3.293 -3.170 0.161 0.001
C -2.260 -2.231 -0.441 -0.026
O -1.926 -2.213 -1.610 0.007
N -1.754 -1.407 0.529 0.221
H -4.296 -2.407 1.968 0.000
H -3.043 -3.593 2.308 -0.001
H -4.241 -3.032 -0.358 0.001
H -2.970 -4.196 -0.017 0.001
C 2.450 1.049 -3.378 0.076
C 2.120 0.764 -1.900 0.062
C 3.230 -0.133 -1.324 0.103
C 0.817 0.015 -1.831 1.115
C 2.016 2.102 -1.167 -0.059
C 0.934 2.940 -1.442 0.004
C 0.820 4.185 -0.849 0.031
C 1.796 4.625 0.038 0.001
C 2.869 3.801 0.330 0.009
C 2.976 2.547 -0.265 0.007
H 2.524 0.112 -3.934 -0.010
H 3.403 1.576 -3.458 0.006
H 1.678 1.665 -3.839 -0.011
H 3.229 -1.086 -1.855 -0.014
H 3.071 -0.337 -0.266 -0.019
H 4.214 0.324 -1.458 0.025
H 0.516 -0.639 -2.645 -0.023
H 0.160 2.594 -2.118 -0.002
H -0.039 4.809 -1.062 0.001
H 1.701 5.591 0.516 0.000
H 3.622 4.119 1.039 0.001
H 3.810 1.914 0.001 -0.002
```

Orbital gap (alpha / beta)   7.314 / 7.034 eV
Spin multiplicity   5
Total charge   -1

---

8.
Entry from OMol25: a molecular structure, C21H18N4O2PdS (ωB97M-V/def2-TZVPD).

The geometry in XYZ format:
```
47
Properties=species:S:1:pos:R:3:lowdin_charge:R:1
Pd 0.095 -0.016 -0.885 0.810
N -3.464 -0.691 -3.138 0.083
C -2.434 -0.575 -2.281 -0.839
S -0.981 0.180 -2.867 0.630
N -2.625 -1.033 -1.065 0.013
N -1.553 -0.854 -0.269 -0.124
C -1.561 -1.312 0.949 -0.170
C -2.711 -2.047 1.521 -0.193
C -3.079 -3.276 0.978 -0.027
C -4.138 -3.984 1.521 -0.073
C -4.840 -3.467 2.601 -0.086
C -4.482 -2.240 3.139 -0.077
C -3.417 -1.531 2.603 -0.039
C -0.348 -1.068 1.718 -0.186
C -0.155 -1.456 3.038 0.008
C 1.044 -1.143 3.658 -0.045
C 2.024 -0.457 2.961 -0.038
C 1.776 -0.113 1.643 -0.079
N 0.630 -0.419 1.050 -0.003
H -3.379 -0.388 -4.089 0.086
H -4.303 -1.145 -2.823 0.103
H -2.536 -3.664 0.127 0.118
H -4.420 -4.940 1.099 0.104
H -5.670 -4.020 3.021 0.103
H -5.034 -1.832 3.976 0.104
H -3.140 -0.569 3.015 0.122
H -0.931 -1.991 3.566 0.116
H 1.207 -1.436 4.687 0.113
H 2.969 -0.199 3.415 0.110
H 2.495 0.398 1.016 0.121
C 1.500 4.611 -1.063 -0.022
C 1.606 3.100 -1.137 -0.398
O 0.719 2.436 -0.621 -0.020
C 2.751 2.486 -1.809 -0.106
C 3.772 3.308 -2.322 -0.059
C 4.892 2.808 -2.937 -0.110
C 5.017 1.420 -3.059 -0.095
C 4.041 0.585 -2.581 -0.025
C 2.867 1.069 -1.941 -0.348
O 2.037 0.158 -1.534 -0.234
H 0.564 4.854 -0.567 0.080
H 1.514 5.059 -2.057 0.085
H 2.332 5.036 -0.498 0.085
H 3.671 4.381 -2.221 0.098
H 5.658 3.469 -3.317 0.093
H 5.890 0.996 -3.540 0.100
H 4.127 -0.489 -2.681 0.110
```

Orbital gap   6.571 eV
Total charge   0

---

In order of appearance, energy above the lowest of the compared OMol25 structures with the same formula, charge and spin = 0.000, 0.000, 0.000, 0.048, 16.821, 0.675, 0.070, 0.000 eV.
In order of appearance, energy = -126525.85696, -103466.33610, -43927.23777, -45153.95855, -62081.78942, -42027.77069, -48207.73331, -46440.27134 eV.